No. 1
The following is a DFT calculation (ωB97M-V with the def2-TZVPD basis set) of a structure of composition C5HF2ORh at a distorted geometry.

Cartesian coordinates (Å):
C1 -3.7384 -0.6564 0.2900
C2 -4.1444 0.5022 0.5452
F1 -4.7763 1.5194 0.1922
O1 -2.3358 0.0538 0.1452
C3 -1.1924 0.1480 0.0138
C4 3.3735 -0.0036 0.2010
C5 3.8511 -0.6016 -0.7520
H1 3.5102 0.6353 1.0706
F2 4.2338 -1.2706 -1.7199
Rh1 1.2187 -0.3266 0.0139

Calculated values
charge: +4
LUMO (alpha / beta): -0.804 / -0.880 Eh
energy: -573.9040 a.u.
HOMO-LUMO gap (alpha / beta): 0.240 / 0.150 Eh
⟨S²⟩: 6.031
HOMO (alpha / beta): -28.4 / -28.0 eV
multiplicity: 5

No. 2
The following is a DFT calculation (ωB97M-V with the def2-TZVPD basis set) of the ion C5HN2O3 with charge -1 at a distorted geometry.

Cartesian coordinates (Å):
C1 0.2276 1.4899 -1.8949
C2 -0.2165 0.8572 -0.8058
C3 1.4156 -0.0511 0.4522
C4 -1.2398 0.1722 -0.2187
C5 0.4814 -0.9806 1.1742
N1 0.6608 2.0427 -2.8279
N2 -0.7902 -0.7548 0.8303
O1 2.5767 0.1856 0.5056
O2 -2.4617 0.2147 -0.3931
O3 0.8666 -1.8356 1.9605
H1 -1.5207 -1.3402 1.2178

Calculated values
charge: -1
LUMO: 0.114 Eh
energy: -526.3650 a.u.
HOMO-LUMO gap: 0.263 Eh
HOMO: -4.1 eV

No. 3
The following is a DFT calculation (ωB97M-V with the def2-TZVPD basis set) of a cluster of 13 separate species, C60H136F14N13O30S14 in total at a distorted geometry.

Cartesian coordinates (Å):
C1 0.9557 3.0542 8.7388
C2 2.2428 2.7222 7.9744
N1 2.6567 3.6243 6.7876
C3 2.3694 5.1010 7.1721
C4 4.2524 3.4326 6.7288
C5 4.7027 1.9555 6.4125
C6 1.8431 3.3350 5.4593
C7 2.4454 4.0595 4.2853
O1 3.5325 3.3281 3.8419
C8 4.2762 3.9599 2.8607
H1 1.1014 3.7927 9.5271
H2 0.5264 2.1187 9.0972
H3 0.1673 3.2695 8.0175
H4 2.1696 1.7765 7.4374
H5 2.9992 2.6663 8.7573
H6 2.6054 5.1905 8.2325
H7 1.3085 5.3124 7.0384
H8 2.9868 5.8114 6.6223
H9 4.6267 3.6051 7.7378
H10 4.6713 4.1409 6.0139
H11 4.2474 1.4843 5.5414
H12 4.5567 1.2828 7.2576
H13 5.7798 2.0315 6.2633
H14 0.8605 3.7772 5.6239
H15 1.6753 2.2614 5.3736
H16 2.6570 5.1205 4.4187
H17 1.7161 4.0564 3.4753
H18 3.7683 3.7754 1.9141
H19 5.1985 3.5283 3.2496
H20 4.3018 5.0453 2.9568
C9 -0.2780 -1.3700 0.2279
C10 0.5457 -0.6673 -0.8792
N2 1.8776 -0.0404 -0.3439
C11 2.8816 -1.0290 -0.0722
C12 2.3941 0.8763 -1.4847
C13 3.2400 0.2210 -2.5846
C14 1.6786 0.7791 1.0093
C15 0.6749 1.9549 0.9051
O2 1.2465 2.8925 -0.0045
C16 0.4168 4.0708 -0.2982
H21 0.1451 -2.2474 0.7172
H22 -1.2221 -1.6471 -0.2411
H23 -0.5115 -0.7217 1.0724
H24 -0.0591 0.1518 -1.2683
H25 0.7847 -1.3064 -1.7292
H26 3.1714 -1.6725 -0.9029
H27 2.4431 -1.7544 0.6131
H28 3.7625 -0.6768 0.4645
H29 3.0913 1.5620 -1.0033
H30 1.4932 1.4063 -1.7941
H31 2.6509 -0.6124 -2.9673
H32 4.2199 -0.1599 -2.2966
H33 3.4711 0.9493 -3.3619
H34 2.5657 1.0420 1.5856
H35 1.2611 0.0702 1.7242
H36 0.5448 2.4412 1.8719
H37 -0.3258 1.5676 0.7132
H38 -0.5195 3.6991 -0.7146
H39 0.9009 4.7169 -1.0305
H40 0.3725 4.4759 0.7127
C17 -5.5218 6.0674 -3.3367
C18 -5.9457 7.4632 -2.8923
C19 -4.7898 8.3925 -2.5075
C20 -4.0238 8.0203 -1.2376
N3 -2.6020 8.7412 -0.9375
C21 -1.4365 8.2553 -1.7905
C22 -0.9192 6.9136 -1.1150
C23 -1.4421 6.9304 0.3262
C24 -2.1394 8.3056 0.4846
C25 -2.6599 10.3065 -0.9753
C26 -3.7907 10.8485 -0.1696
C27 -3.7839 12.4138 -0.2290
H41 -6.3165 5.5252 -3.8490
H42 -5.1531 5.4199 -2.5411
H43 -4.6961 6.0544 -4.0481
H44 -6.7035 7.4775 -2.1089
H45 -6.4456 7.8942 -3.7597
H46 -5.2496 9.3805 -2.4829
H47 -4.1627 8.5507 -3.3849
H48 -3.7679 6.9617 -1.1914
H49 -4.6787 8.3890 -0.4482
H50 -0.5989 8.9503 -1.7311
H51 -1.8396 8.1150 -2.7935
H52 0.1447 7.1410 -1.1822
H53 -1.2247 6.0632 -1.7247
H54 -0.6978 6.7034 1.0895
H55 -2.2659 6.2174 0.3587
H56 -1.3778 8.9298 0.9521
H57 -3.0639 8.3725 1.0581
H58 -2.6854 10.5356 -2.0406
H59 -1.6778 10.6144 -0.6165
H60 -3.7888 10.4710 0.8530
H61 -4.7965 10.6583 -0.5442
H62 -3.6490 12.7320 -1.2628
H63 -2.8895 12.7072 0.3206
H64 -4.6652 12.9131 0.1736
C28 7.0607 -3.9003 -9.0709
C29 5.9315 -3.0119 -8.4007
C30 6.4326 -2.4603 -7.0226
C31 6.3898 -3.6585 -6.0548
N4 6.6547 -3.3371 -4.5540
C32 6.5271 -4.6791 -3.7136
C33 5.2086 -4.5519 -2.9781
C34 5.0140 -3.0835 -2.6494
C35 5.5670 -2.4864 -3.8809
C36 7.9989 -2.6808 -4.3199
C37 9.1383 -3.4812 -4.8725
C38 10.3719 -2.8272 -4.2050
H65 8.0045 -3.3551 -9.0551
H66 6.8783 -4.2202 -10.0968
H67 7.2893 -4.8768 -8.6440
H68 4.9622 -3.4837 -8.2395
H69 5.6344 -2.2645 -9.1364
H70 5.9023 -1.6085 -6.5969
H71 7.4455 -2.0638 -7.0921
H72 7.0856 -4.4734 -6.2547
H73 5.4470 -4.2049 -6.0294
H74 7.3712 -4.6931 -3.0241
H75 6.5221 -5.5490 -4.3705
H76 5.2076 -5.0502 -2.0086
H77 4.3106 -4.9122 -3.4799
H78 5.4657 -2.7219 -1.7256
H79 3.9537 -2.8530 -2.5462
H80 5.7826 -1.4182 -3.8571
H81 4.7995 -2.5643 -4.6510
H82 8.0561 -2.6231 -3.2329
H83 8.1220 -1.6608 -4.6837
H84 9.3155 -3.2282 -5.9178
H85 9.1607 -4.5272 -4.5665
H86 10.4135 -1.7419 -4.2979
H87 11.2663 -3.2659 -4.6473
H88 10.3051 -3.0248 -3.1352
C39 -10.1017 -2.7890 -0.0593
C40 -8.8383 -3.5984 0.2134
C41 -7.6713 -3.5885 -0.7856
C42 -6.3996 -4.3464 -0.3267
N5 -5.3493 -4.9085 -1.4418
C43 -4.0466 -5.4593 -0.9537
C44 -2.9104 -4.5459 -1.3986
C45 -3.5140 -4.1033 -2.7300
C46 -4.9849 -3.6834 -2.3649
C47 -6.0901 -6.0500 -2.3595
C48 -6.3750 -7.3399 -1.5144
C49 -7.0249 -8.4054 -2.3776
H89 -10.9462 -3.3311 0.3663
H90 -10.3043 -2.8770 -1.1267
H91 -10.1077 -1.7732 0.3361
H92 -9.1935 -4.6263 0.1398
H93 -8.4078 -3.4227 1.1993
H94 -7.2554 -2.5819 -0.8299
H95 -8.0111 -3.9319 -1.7627
H96 -6.6369 -5.2685 0.2039
H97 -5.7975 -3.7302 0.3411
H98 -3.7958 -6.4890 -1.2088
H99 -4.0922 -5.4977 0.1347
H100 -2.0042 -5.1175 -1.5989
H101 -2.8928 -3.7737 -0.6296
H102 -3.5317 -4.8672 -3.5073
H103 -2.8820 -3.2652 -3.0238
H104 -5.6712 -3.6091 -3.2084
H105 -5.0105 -2.7538 -1.7965
H106 -5.5121 -6.2510 -3.2615
H107 -7.0030 -5.6288 -2.7804
H108 -7.2051 -7.0306 -0.8794
H109 -5.7132 -7.8937 -0.8485
H110 -8.0996 -8.3921 -2.5593
H111 -7.0786 -9.3840 -1.9006
H112 -6.4632 -8.5395 -3.3020
C50 -2.9074 -9.7839 2.7429
C51 -2.5454 -8.4320 2.1358
C52 -1.4562 -7.7807 3.0318
C53 -1.1444 -6.2377 2.7009
N6 -0.5967 -5.3490 3.8477
C54 -1.6091 -5.4045 5.0086
C55 -2.0889 -3.9726 5.2565
C56 -1.8713 -3.3150 3.9017
C57 -0.6019 -3.8663 3.3407
C58 0.8058 -5.6823 4.4067
C59 1.8445 -5.9417 3.2876
C60 3.1852 -6.1211 3.9895
H113 -3.3368 -9.6577 3.7368
H114 -2.0263 -10.4026 2.9132
H115 -3.6146 -10.2394 2.0498
H116 -3.3195 -7.6646 2.1321
H117 -2.2178 -8.3787 1.0976
H118 -0.4924 -8.2722 2.8992
H119 -1.7655 -7.8907 4.0712
H120 -2.1033 -5.7630 2.4926
H121 -0.5203 -6.1795 1.8091
H122 -1.2632 -6.0493 5.8164
H123 -2.5232 -5.9224 4.7183
H124 -1.6135 -3.5050 6.1188
H125 -3.1690 -4.0111 5.3980
H126 -1.9117 -2.2305 3.8000
H127 -2.6770 -3.6795 3.2645
H128 0.3042 -3.3383 3.6377
H129 -0.4820 -4.0283 2.2695
H130 0.7213 -6.5494 5.0619
H131 1.0016 -4.8842 5.1227
H132 1.9516 -5.0844 2.6230
H133 1.5496 -6.7775 2.6531
H134 3.5617 -5.2191 4.4719
H135 3.9908 -6.1152 3.2552
H136 3.4051 -6.9664 4.6416
N7 3.0115 -1.3807 5.9899
S1 1.6054 -1.3764 6.1421
O3 0.7711 -2.6098 6.1229
O4 1.0646 -0.1372 5.6875
F1 1.6529 -1.0392 7.7333
S2 3.1910 -1.5481 4.2677
O5 3.6228 -0.2856 3.6606
O6 2.2258 -2.2902 3.5373
F2 4.5253 -2.4998 4.1648
N8 -3.0669 1.9442 3.6581
S3 -2.1454 1.0386 4.4810
O7 -1.4208 1.4754 5.6716
O8 -1.5383 -0.0165 3.6973
F3 -3.4146 0.1597 5.0124
S4 -2.0720 3.4378 3.7486
O9 -0.6855 3.2735 3.5456
O10 -2.5207 4.5508 4.4917
F4 -2.5557 4.0189 2.2716
N9 -0.9445 2.7973 -5.5395
S5 -0.2216 2.5123 -4.1803
O11 -0.8868 1.7562 -3.1083
O12 0.7644 3.4790 -3.7314
F5 0.7218 1.3691 -4.8671
S6 -1.8690 3.9180 -4.7236
O13 -1.2477 5.1293 -4.3410
O14 -2.8940 3.3954 -3.8461
F6 -2.7209 4.3736 -6.0140
N10 1.3584 2.1676 -7.6302
S7 2.6517 1.3790 -7.5074
O15 3.2980 1.2375 -6.1902
O16 3.5567 1.4532 -8.6866
F7 2.0626 -0.0585 -7.6443
S8 2.3395 3.6695 -7.6777
O17 2.3102 4.3649 -8.9457
O18 3.4445 3.9315 -6.7953
F8 1.1842 4.4120 -6.9039
N11 8.5105 0.5521 -0.2796
S9 7.9144 -0.2837 -1.3052
O19 7.3299 0.4021 -2.4441
O20 7.3054 -1.5210 -0.9265
F9 9.3034 -0.9055 -1.9040
S10 7.1132 1.4777 -0.0737
O21 5.8048 0.7735 -0.1696
O22 7.2288 2.7778 -0.7415
F10 7.4152 1.7925 1.4908
N12 -5.1900 0.1768 1.9287
S11 -6.4262 -0.5778 1.4627
O23 -6.7083 -1.9244 1.9191
O24 -7.0448 -0.1155 0.2053
F11 -7.3455 0.2015 2.6159
S12 -4.2265 -0.8282 0.9187
O25 -4.3715 -0.8701 -0.5291
O26 -3.8822 -2.1032 1.5532
F12 -2.8397 -0.0198 1.1329
N13 -4.6743 3.0477 0.8267
S13 -5.7844 3.8741 0.0504
O27 -6.3172 3.4282 -1.2537
O28 -5.7134 5.3134 0.2877
F13 -6.9832 3.4276 1.0003
S14 -3.6527 2.8580 -0.5328
O29 -2.9753 4.0635 -1.0688
O30 -3.8422 1.7153 -1.3821
F14 -2.4591 2.3301 0.4036

Calculated values
charge: -2
LUMO (alpha / beta): 0.086 / 0.086 Eh
energy: -12308.7235 a.u.
HOMO-LUMO gap (alpha / beta): 0.060 / 0.253 Eh
⟨S²⟩: 0.751
HOMO (alpha / beta): 0.7 / -4.5 eV
multiplicity: 2